DFT (ωB97M-V with the def2-TZVPD basis set) results for a molecular structure, C52H38F3O2PdS2SbSe3Te in a non-equilibrium geometry.

HOMO-LUMO gap = 4.714 eV
M = 1408.662 u
Charge = -2
LUMO energy = 3.784 eV

```
103
Properties=species:S:1:pos:R:3:forces:R:3
Pd -0.85224 -1.73047 0.48351 -0.83 0.89 0.08
C -3.24835 5.94544 1.71947 -0.09 -0.13 0.00
C -2.60076 4.60335 1.51961 -0.10 0.08 -0.11
C -1.59363 4.17031 2.37321 0.06 0.01 -0.10
C -1.02464 2.92441 2.20363 0.08 -0.05 0.07
C -1.44694 2.09932 1.17670 -0.30 0.00 0.14
C -2.45790 2.50529 0.32846 -0.03 -0.19 -0.03
C -3.02933 3.75505 0.50299 0.09 0.14 0.06
S -0.69195 0.44390 1.11551 -0.01 0.62 -1.38
O -0.27946 0.26274 2.50109 0.10 0.35 1.76
C 0.75080 1.10027 0.26157 0.86 0.07 0.48
C 0.55913 1.54207 -1.05330 0.15 0.41 -0.50
C 1.61018 1.93912 -1.83067 -0.30 -0.04 0.23
C 2.92896 1.86621 -1.33007 -0.09 -0.06 0.31
C 4.03609 2.21167 -2.12403 0.40 0.04 -0.04
C 5.31193 2.13292 -1.62524 -0.28 0.14 -0.42
C 5.52024 1.69843 -0.31232 -0.04 -0.14 0.40
C 4.46101 1.35508 0.48654 0.24 0.10 -0.05
C 3.13618 1.44073 0.00782 -0.03 0.01 -0.39
C 2.02042 1.08524 0.81859 -0.91 0.14 -0.52
C 2.29455 0.78653 2.23548 0.19 -0.56 0.50
C 2.66314 1.84520 3.10643 0.11 -0.32 0.25
C 2.61217 3.19884 2.71535 0.07 0.34 -0.02
C 2.97444 4.19498 3.58059 -0.12 -0.01 -0.37
C 3.40812 3.88296 4.87585 0.12 -0.14 0.35
C 3.45984 2.57865 5.28606 0.12 0.28 0.16
C 3.08022 1.52777 4.42667 -0.10 0.08 -0.33
C 3.09600 0.17971 4.83727 -0.09 -0.23 -0.01
C 2.65611 -0.81410 4.00348 0.41 0.06 0.41
C 2.26397 -0.50982 2.69977 -0.15 0.51 -0.54
S 1.56580 -1.67787 1.46807 0.33 -0.36 1.53
O 2.71905 -2.39023 0.89440 0.85 -0.34 -0.62
C 0.87917 -2.84145 2.68452 0.01 0.22 0.27
C 0.04839 -2.39664 3.70278 0.02 -0.04 0.14
C -0.45375 -3.30684 4.61529 0.17 -0.11 -0.06
C -0.15817 -4.66115 4.51326 0.12 0.00 0.10
C -0.75190 -5.63311 5.49102 -0.06 0.06 -0.16
C 0.66209 -5.09466 3.47847 0.06 0.18 0.18
C 1.19167 -4.18746 2.57582 0.31 0.09 -0.19
H -2.60740 6.61590 2.29014 0.03 0.04 -0.02
H -4.17956 5.82315 2.27370 -0.10 0.09 0.04
H -3.49028 6.40746 0.76292 0.00 0.08 -0.01
H -1.24353 4.81186 3.17240 -0.01 0.07 0.05
H -0.25648 2.55800 2.86577 0.10 0.00 0.17
H -2.81453 1.84573 -0.45028 -0.05 -0.08 -0.01
H -3.82781 4.06468 -0.15868 -0.07 0.07 -0.05
H -0.45820 1.60954 -1.42063 -0.07 -0.04 -0.14
H 1.44645 2.28885 -2.83989 0.03 0.00 -0.04
H 3.85284 2.52871 -3.14162 0.03 0.03 -0.10
H 6.15932 2.39577 -2.24428 0.02 0.01 -0.06
H 6.52980 1.62330 0.06950 0.03 -0.03 0.05
H 4.62741 1.00495 1.49467 0.07 -0.03 0.02
H 2.27461 3.44320 1.71791 -0.02 0.01 -0.07
H 2.93422 5.22911 3.26589 -0.04 0.04 -0.04
H 3.69687 4.68453 5.54512 0.02 -0.04 0.05
H 3.80244 2.33180 6.28332 -0.02 -0.01 0.08
H 3.44090 -0.04472 5.83802 -0.01 -0.09 0.09
H 2.63212 -1.84044 4.33712 -0.02 -0.09 0.05
H -0.19442 -1.34789 3.78842 -0.07 -0.12 -0.04
H -1.09755 -2.95447 5.40955 -0.09 0.02 0.06
H -0.86971 -5.17016 6.47008 -0.03 -0.04 0.08
H -0.13189 -6.52274 5.59008 0.00 -0.08 0.03
H -1.73862 -5.93550 5.13570 -0.08 -0.11 0.06
H 0.87843 -6.15002 3.36806 0.03 -0.05 0.01
H 1.85385 -4.50865 1.78239 -0.07 0.03 -0.03
Se 0.18290 -3.62062 -0.56877 0.48 -0.93 -0.73
Se -1.73389 -4.92826 -0.55419 -0.58 -0.43 0.06
Te -2.68658 -4.55118 1.77379 -0.17 -0.27 0.13
Se -2.92888 -2.08855 2.08282 -0.21 -0.25 0.04
F -3.30793 -5.15732 -6.45505 -0.01 0.03 0.07
C -2.65943 -4.32432 -5.58995 0.16 0.04 0.08
C -1.75503 -4.85313 -4.69314 -0.22 -0.10 -0.33
C -1.07584 -3.98684 -3.85083 0.14 0.04 0.14
C -1.31377 -2.62322 -3.88796 0.42 0.28 0.41
C -2.24801 -2.12392 -4.78853 0.07 -0.14 -0.01
C -2.91866 -2.96759 -5.65346 -0.17 -0.17 -0.18
Sb -0.33048 -1.16038 -2.55958 -0.48 -0.47 -0.36
C -2.38118 -0.60555 -2.04919 0.54 0.07 -0.17
C -3.04227 0.50511 -2.54567 0.12 -0.10 -0.06
C -4.37959 0.72219 -2.25354 -0.31 0.17 0.12
C -5.03489 -0.16963 -1.42381 0.15 0.01 -0.24
F -6.35019 0.06232 -1.15220 0.06 -0.06 0.06
C -4.41364 -1.29678 -0.92788 -0.16 0.10 -0.07
C -3.08166 -1.50993 -1.25803 -0.21 -0.41 -0.35
C -0.11902 0.08554 -4.41935 -0.08 0.09 0.40
C -0.21556 1.46271 -4.56971 -0.14 -0.10 0.01
C 0.29505 2.11819 -5.68031 0.20 0.26 -0.37
C 0.96155 1.38260 -6.63768 0.00 0.01 0.03
F 1.50948 2.02435 -7.71649 -0.14 -0.11 0.18
C 1.10789 0.01428 -6.51916 0.18 0.27 -0.27
C 0.55807 -0.60625 -5.41556 0.03 -0.10 -0.05
H -1.58770 -5.91822 -4.64832 -0.01 -0.13 -0.05
H -0.36380 -4.39095 -3.13738 -0.05 0.07 -0.07
H -2.43920 -1.05882 -4.82638 -0.09 -0.02 -0.02
H -3.63516 -2.58864 -6.36734 -0.09 0.00 -0.08
H -2.52368 1.18947 -3.20126 -0.03 0.15 -0.09
H -4.91285 1.56751 -2.66449 -0.08 0.10 0.02
H -4.94004 -2.00473 -0.30500 -0.04 0.02 0.05
H -2.62654 -2.46275 -0.97802 -0.22 0.32 0.01
H -0.68598 2.06277 -3.80263 -0.11 0.12 0.06
H 0.20406 3.18917 -5.80086 0.01 0.08 0.00
H 1.66697 -0.53634 -7.26106 0.00 -0.05 -0.13
H 0.66553 -1.67664 -5.31287 0.10 -0.20 -0.09
```
Forces are in eV/Å.